Entry from the OMol25 dataset: a structure of composition C47H47N5P2STi (ωB97M-V/def2-TZVPD).

XYZ file:
```
103
Properties=species:S:1:pos:R:3
Ti -0.31751 -1.23584 1.67539
C -3.10544 -2.38571 0.16796
C -1.95741 -3.29682 -0.14202
C -2.10408 -4.36984 -1.01107
C -1.02426 -5.18991 -1.26730
C 0.19000 -4.91679 -0.65829
C 0.27300 -3.83828 0.19733
N -0.78793 -3.04668 0.46846
C 1.49420 -3.50968 0.96475
C 2.73086 -4.13463 0.89068
C 3.70769 -3.76613 1.80558
C 3.41877 -2.86326 2.82357
C 2.16205 -2.28445 2.83732
N 1.28655 -2.54695 1.86330
C 1.53520 -1.52656 3.94839
C 2.21389 -1.07718 5.06061
C 1.47288 -0.58981 6.13082
C 0.09576 -0.57895 6.05149
C -0.52430 -0.98481 4.87488
C -2.01213 -0.91452 4.72353
N 0.18791 -1.43801 3.83856
H -3.95597 -2.58709 -0.47897
H -3.43182 -2.51107 1.20390
H -2.80987 -1.34670 0.00083
H -3.06239 -4.54927 -1.47672
H -1.12555 -6.03533 -1.93458
H 1.05146 -5.54481 -0.83349
H 2.93088 -4.90148 0.15700
H 4.68309 -4.23175 1.76434
H 4.14308 -2.65915 3.59863
H 3.29225 -1.12483 5.10737
H 1.97229 -0.24606 7.02668
H -0.50692 -0.24417 6.88457
H -2.51001 -1.43028 5.54456
H -2.34670 0.12399 4.73939
H -2.33808 -1.38158 3.79169
C -1.86148 1.20221 1.79139
C -2.40155 1.83642 0.51778
P -1.64193 0.95741 -0.93241
C -0.78247 2.35013 -1.75446
C 0.59235 2.31874 -1.95227
C 1.25381 3.41434 -2.49703
C 0.53950 4.54631 -2.85419
C -0.84073 4.57977 -2.67841
C -1.49678 3.48945 -2.13393
C -3.03236 0.63609 -2.07207
C -2.77634 0.62125 -3.44285
C -3.77285 0.27597 -4.34152
C -5.03704 -0.06949 -3.88463
C -5.29874 -0.07184 -2.52302
C -4.30071 0.27255 -1.62173
P -0.20938 1.59528 2.57391
C 1.22495 1.31773 1.45796
C 2.37357 2.04603 1.79803
C 3.59721 1.76603 1.21706
C 3.73066 0.72585 0.30137
C 2.61700 -0.01757 -0.03469
C 1.38159 0.27893 0.54071
C -0.31118 3.40620 2.66393
C -0.07759 4.22625 1.55839
C -0.22608 5.59810 1.67607
C -0.60908 6.15829 2.88919
C -0.83309 5.34867 3.99231
C -0.67745 3.97349 3.88233
H -2.02020 0.10848 1.67144
H -2.50428 1.43395 2.64962
H -2.21276 2.90835 0.49047
H -3.48428 1.70730 0.49922
H 1.15231 1.43515 -1.67964
H 2.32633 3.38008 -2.64174
H 1.05096 5.40028 -3.27820
H -1.40369 5.45580 -2.97273
H -2.57360 3.51990 -2.01024
H -1.79432 0.89299 -3.81145
H -3.56218 0.28114 -5.40266
H -5.81628 -0.33248 -4.58703
H -6.28377 -0.33375 -2.15967
H -4.53482 0.25950 -0.56385
H 2.30428 2.85227 2.51788
H 4.45713 2.36713 1.48236
H 4.69072 0.51542 -0.15033
H 2.66865 -0.81290 -0.76959
H 0.54218 -0.23353 0.05592
H 0.23299 3.79767 0.61189
H -0.04132 6.23186 0.81864
H -0.72397 7.23036 2.97602
H -1.11890 5.78582 4.93933
H -0.83357 3.34033 4.74801
C 1.79653 0.18090 -4.58222
N 2.05560 -1.23117 -4.45176
C 3.13259 -1.88171 -5.19157
C 2.86516 -3.36719 -4.92869
N 2.01623 -3.30060 -3.73890
C 1.44543 -2.07062 -3.60796
S 0.18246 -1.72974 -2.55366
H 2.63056 0.77062 -4.19188
H 0.89280 0.41857 -4.02884
H 1.65176 0.43620 -5.63265
H 4.10541 -1.56026 -4.80915
H 3.07813 -1.62621 -6.24907
H 3.77880 -3.92358 -4.73389
H 2.33877 -3.83419 -5.76343
H 1.46689 -4.09036 -3.44638
```

The total charge is +2. The energy above the lowest of the compared OMol25 structures with the same formula, charge and spin is 2.016 eV. The calculation puts the gap between HOMO and LUMO (alpha / beta) at 7.0 / 6.7 eV. The calculation puts the maximum force at 0.54 eV Å⁻¹. Its spin multiplicity is 3. The calculation puts the lowest unoccupied orbital energy (alpha / beta) at -5.406 / -5.744 eV.